{
  "formula": "C11H32N2O4Si2",
  "method": "wB97M-V/def2-TZVPD",
  "charge": 0,
  "homo_ev": -8.826,
  "homo_lumo_gap_ev": 9.52,
  "lumo_energy_ev": 0.69,
  "smiles": "CCOC[Si@@H](CN)O[Si@@H](CN)C[C@@H](C)O.CC(C)O",
  "species": ["C", "C", "O", "C", "Si", "C", "N", "O", "Si", "C", "N", "C", "C", "C", "O", "H", "H", "H", "H", "H", "H", "H", "H", "H", "H", "H", "H", "H", "H", "H", "H", "H", "H", "H", "H", "H", "H", "H", "H", "C", "C", "C", "O", "H", "H", "H", "H", "H", "H", "H", "H"],
  "xyz": [[5.568, 3.013, 1.076], [5.047, 1.688, 0.553], [4.732, 1.839, -0.825], [4.226, 0.639, -1.420], [2.413, 0.956, -1.792], [2.215, 2.045, -3.293], [0.830, 2.437, -3.598], [1.581, -0.452, -2.040], [0.765, -1.446, -1.000], [1.654, -1.601, 0.649], [1.025, -2.623, 1.512], [-0.998, -0.896, -0.731], [-1.264, 0.307, 0.192], [-1.481, 1.612, -0.575], [-2.427, 0.080, 0.996], [5.225, 3.818, 0.426], [5.205, 3.215, 2.084], [6.656, 3.057, 1.105], [4.150, 1.364, 1.098], [5.793, 0.889, 0.657], [4.810, 0.428, -2.323], [4.376, -0.227, -0.765], [1.823, 1.646, -0.607], [2.830, 2.931, -3.108], [2.665, 1.557, -4.165], [0.155, 1.785, -3.218], [0.608, 3.346, -3.214], [0.726, -2.797, -1.611], [2.706, -1.864, 0.500], [1.671, -0.651, 1.191], [0.872, -3.488, 1.003], [0.115, -2.319, 1.838], [-1.448, -0.721, -1.715], [-1.527, -1.767, -0.329], [-0.410, 0.453, 0.864], [-0.582, 2.228, -0.570], [-2.288, 2.176, -0.108], [-1.769, 1.431, -1.612], [-2.199, -0.453, 1.763], [-4.786, -2.270, 0.600], [-5.026, -2.249, 2.099], [-6.456, -1.875, 2.448], [-4.103, -1.383, 2.763], [-4.960, -1.279, 0.173], [-3.758, -2.552, 0.378], [-5.459, -2.978, 0.113], [-4.802, -3.236, 2.514], [-6.688, -0.877, 2.064], [-6.599, -1.875, 3.528], [-7.162, -2.575, 2.000], [-4.249, -0.487, 2.433]],
  "forces_ev_per_a": [[0.07, 0.17, 0.13], [-0.07, -0.10, -0.14], [0.13, -0.01, -0.02], [0.14, -0.12, 0.02], [-0.11, 0.03, 0.01], [0.14, -0.02, 0.07], [-0.11, 0.08, -0.01], [-0.03, 0.12, 0.12], [0.11, -0.03, -0.05], [-0.03, -0.05, -0.04], [-0.02, -0.02, 0.05], [-0.10, 0.01, -0.10], [0.09, 0.03, 0.03], [-0.03, 0.00, -0.08], [-0.02, 0.25, -0.08], [-0.08, -0.03, 0.03], [0.01, -0.04, -0.01], [-0.02, -0.07, -0.09], [-0.01, 0.07, -0.01], [-0.01, 0.03, 0.06], [-0.06, 0.04, -0.01], [-0.04, 0.05, 0.03], [0.06, -0.06, -0.02], [-0.07, 0.04, -0.07], [-0.02, -0.01, 0.02], [0.04, -0.03, -0.05], [0.04, -0.03, 0.02], [0.01, 0.02, -0.01], [-0.03, -0.03, 0.01], [0.00, -0.01, 0.01], [0.04, 0.03, 0.01], [0.04, 0.02, -0.01], [-0.06, -0.05, 0.05], [0.05, 0.01, 0.06], [-0.05, -0.02, 0.05], [-0.02, -0.02, -0.06], [0.08, 0.02, 0.09], [0.00, -0.01, 0.03], [-0.04, -0.21, -0.06], [-0.01, 0.04, 0.00], [0.04, -0.09, 0.10], [0.00, 0.01, -0.04], [0.00, 0.06, 0.03], [0.01, -0.01, 0.00], [-0.01, -0.01, -0.01], [0.01, -0.01, 0.00], [-0.03, 0.00, -0.02], [0.00, 0.00, 0.01], [0.00, 0.01, 0.00], [0.00, 0.00, 0.01], [-0.02, -0.03, -0.04]]
}